(1)
109
Properties=species:S:1:pos:R:3:forces:R:3 method="wB97M-V/def2-TZVPD" total_charge=0 s2=0.754 total_energy_ev=-140570.3679 spin_multiplicity=2 e_lumo_ev="-1.1 / -1.1"
C 6.950559 8.253906 3.520613 0.45 -0.61 -0.66
C 6.497152 9.402341 2.708899 -0.74 0.80 0.62
O 5.396362 10.026514 2.880557 1.13 0.51 -0.76
N 7.504093 9.882616 1.598024 -2.52 -1.15 -0.38
H 7.700945 10.864829 1.726930 0.18 0.56 0.02
H 8.350616 9.339718 1.691569 0.25 -0.07 -0.11
C 6.833789 9.695924 0.195667 0.99 0.94 1.24
H 7.947170 8.279017 3.961346 0.36 0.44 0.18
H 6.979645 7.403916 2.838875 -0.13 -0.72 0.32
H 6.246759 8.057061 4.329318 -0.06 0.06 -0.30
H 5.923167 10.293544 0.237080 -0.14 -0.45 0.17
H 6.661235 8.632477 0.030100 0.00 0.27 0.13
H 7.498283 10.174514 -0.523711 0.13 -0.30 -0.27
C 2.584680 11.448109 3.058880 -1.35 -0.40 -0.40
C 1.348092 10.597851 2.893731 -1.52 1.46 0.07
O 0.205644 11.005883 2.991992 2.22 -1.27 -0.28
N 1.554714 9.131261 2.618423 -0.83 -0.76 1.56
H 0.994552 8.938072 1.800500 -1.14 -0.51 -0.21
H 2.469178 8.863964 2.283155 1.31 0.13 0.16
C 1.180134 8.193492 3.842880 0.13 0.74 -0.41
H 2.188760 12.461470 3.125711 0.27 -0.04 0.38
H 3.226872 11.392163 2.179929 0.31 -0.44 0.32
H 3.033876 11.072058 3.978066 0.65 0.32 -0.16
H 0.461340 8.702262 4.485205 -0.24 0.09 -0.58
H 2.056680 8.028230 4.469329 0.30 0.10 -0.57
H 0.791517 7.240259 3.484507 0.06 0.36 -0.25
C -4.165093 11.871907 -3.025443 -0.25 -0.34 -0.53
C -2.899515 11.172004 -2.596037 0.02 -1.20 -0.95
O -2.542669 10.071407 -2.954637 -0.33 2.67 1.04
N -2.035157 12.003485 -1.627669 -1.41 -2.21 2.09
H -1.361531 12.642944 -2.024426 0.72 -0.24 -0.78
H -2.606047 12.649130 -1.101046 -0.74 0.42 -0.32
C -1.523512 11.072760 -0.515149 1.04 -0.16 -1.09
H -4.694009 12.439886 -2.260103 0.38 0.04 0.09
H -4.872776 11.175531 -3.475277 0.19 -0.41 0.38
H -3.951145 12.512735 -3.880813 0.40 0.46 0.22
H -0.732905 11.591180 0.027325 -0.25 0.02 0.04
H -1.085381 10.233253 -1.054932 -0.03 0.02 0.41
H -2.339719 10.719413 0.114980 0.03 0.25 -0.17
C 6.371666 4.584610 -1.762640 -1.44 -2.18 0.56
C 6.723776 5.821900 -2.408192 4.60 1.19 1.77
O 7.863900 6.286057 -2.172800 -4.70 -0.27 -2.14
N 5.650745 6.559206 -3.256783 2.06 0.99 1.52
H 5.940746 6.533200 -4.223894 0.26 0.06 -0.52
H 4.768637 6.067460 -3.243596 -0.90 -0.40 0.42
C 5.585966 8.001477 -2.772769 -0.15 0.76 -0.81
H 5.664134 3.933675 -2.276249 0.09 0.09 -0.57
H 5.827974 4.708335 -0.826057 -0.20 0.86 0.25
H 7.234568 4.004582 -1.435438 0.21 0.33 -0.48
H 5.055029 8.597808 -3.514802 -0.50 -0.42 0.12
H 6.570166 8.469909 -2.776547 0.27 -0.75 0.21
H 5.117153 8.117199 -1.795557 -0.05 -0.55 -0.16
C 1.030271 4.634066 -0.972214 0.35 -1.37 0.31
C 0.094690 5.504682 -1.666221 0.39 0.76 -0.65
O -0.976111 5.181865 -2.030272 -0.29 0.80 -0.43
N 0.613041 6.972112 -1.914294 -1.62 -0.68 -2.54
H 0.529547 7.508547 -1.062607 -0.34 0.49 0.46
H 1.581169 6.957996 -2.201753 0.61 -0.38 0.33
C -0.110823 7.613130 -3.165558 -0.81 0.08 2.26
H 0.626020 3.642859 -1.177615 -0.15 -0.07 0.51
H 0.949232 4.875495 0.087620 0.33 -0.11 0.17
H 2.063354 4.536588 -1.305901 0.01 0.94 0.02
H -1.059398 7.962657 -2.757947 0.00 0.06 -0.08
H -0.376160 6.877206 -3.924595 0.79 -0.10 0.19
H 0.437928 8.497239 -3.490093 0.25 -0.51 -0.03
C 3.691070 14.205865 -3.413859 -1.47 -0.11 -0.06
C 3.176531 13.528029 -4.664523 1.47 3.35 -3.28
O 3.306310 14.063378 -5.809745 -1.22 -3.71 5.12
N 2.378750 12.240378 -4.448851 1.57 -0.12 -2.03
H 2.401285 11.824603 -3.528679 0.17 0.53 1.10
H 1.413392 12.446912 -4.662212 -0.62 0.25 0.02
C 2.875727 11.147894 -5.377802 -1.08 0.00 -0.48
H 4.527611 13.805132 -2.841401 0.37 -0.16 -0.76
H 2.891655 14.122758 -2.677567 -0.38 0.11 0.10
H 3.744292 15.257807 -3.694364 0.56 -0.15 0.23
H 3.945313 10.952594 -5.300744 -0.22 0.25 0.39
H 2.626652 11.432251 -6.400149 0.18 0.10 0.12
H 2.267531 10.280752 -5.120399 0.36 -0.18 -0.01
P -2.106228 7.362114 1.246946 1.41 0.46 1.20
F -3.664750 7.521833 1.253294 -0.78 0.68 0.44
F -2.074850 8.218210 -0.141214 -0.03 0.13 -0.07
F -1.746861 8.760441 2.187877 -1.11 -0.89 -1.49
F -0.435688 7.318570 1.064660 -0.18 -0.87 0.36
F -2.158669 6.585649 2.670613 0.69 0.04 -0.69
F -2.231194 5.952188 0.469136 0.44 0.54 0.00
P 2.381702 10.169563 -1.206199 -0.32 0.34 2.98
F 1.176510 10.467104 -2.267878 0.90 -0.17 -0.69
F 1.355756 9.234465 -0.329929 -0.32 -0.11 -0.64
F 2.854384 8.914763 -2.092370 -0.17 0.08 0.17
F 3.456831 9.852137 0.003584 -0.27 0.61 -1.40
F 3.526023 11.072691 -1.980780 -1.04 0.09 -0.07
F 1.791308 11.478179 -0.384709 1.18 -0.65 -0.47
P 4.038106 6.374541 1.311556 -0.15 -0.33 1.53
F 4.081285 4.881869 0.622066 0.07 0.99 -0.01
F 4.836492 5.843030 2.608519 0.48 -0.10 -0.42
F 5.474848 6.766429 0.620122 -0.60 -0.30 -0.71
F 4.015461 7.873549 1.948283 -0.30 -0.18 0.02
F 3.139658 6.964203 0.075743 0.68 -0.64 -0.04
F 2.691786 5.977088 2.131737 -0.37 0.29 -0.77
B -0.021540 14.207165 -2.587248 1.58 3.23 -0.07
F 0.513811 15.031620 -1.633002 0.21 0.36 1.51
F 0.304165 14.759442 -3.779379 1.16 0.42 -2.92
F 0.554680 12.989458 -2.492022 0.13 -2.61 0.19
F -1.376245 14.244786 -2.570004 -2.57 -0.79 0.74
B 2.778447 5.576385 -4.487466 -1.77 -2.16 -0.93
F 2.642177 6.495670 -3.461411 0.85 1.20 0.73
F 3.577283 4.519194 -4.028044 1.40 0.23 0.44
F 1.555800 5.022882 -4.780645 -1.54 -0.33 0.42
F 3.191854 6.115588 -5.658232 1.76 1.29 -0.75

=====

(2)
77
Properties=species:S:1:pos:R:3:forces:R:3 method="wB97M-V/def2-TZVPD" total_charge=+1 total_energy_ev=-74517.6847 e_lumo_ev=-4.1
O -0.214406 3.925948 2.572956 -0.18 -0.12 0.03
P -1.227928 2.778589 2.122799 0.15 0.15 0.02
Cl 0.005292 1.410403 1.257915 0.12 -0.09 0.15
S -1.794771 3.584378 0.041336 -0.17 -0.10 0.02
O -0.594666 4.585382 -0.365401 -0.01 0.17 0.21
C -3.008932 4.833403 0.484260 -0.01 0.12 -0.14
C -4.141822 4.255417 1.350510 -0.03 -0.07 -0.02
C -5.515496 4.487429 0.737266 0.02 0.06 0.13
I -5.697887 3.481385 -1.131382 -0.02 -0.04 -0.07
H 0.735858 3.815301 2.424601 0.03 0.08 -0.04
H 0.274740 4.157437 -0.332470 0.06 -0.23 -0.21
H -3.396653 5.165038 -0.481386 0.06 0.09 0.04
H -2.457151 5.649609 0.950862 -0.01 -0.06 0.07
H -4.026022 3.179975 1.516851 0.03 0.03 -0.02
H -4.097725 4.727154 2.335168 -0.03 -0.03 0.00
H -5.710200 5.542690 0.558910 0.01 -0.03 -0.05
H -6.298101 4.089076 1.376442 0.03 0.01 -0.01
C 4.283399 0.813595 4.258134 -0.01 0.02 -0.01
C 3.011689 0.563671 5.047745 0.04 0.00 0.02
C 2.296521 -0.702065 4.620269 -0.03 0.04 -0.01
O 2.128813 1.692274 4.951033 -0.08 0.11 0.00
H 4.053086 0.913807 3.191735 0.01 -0.01 0.00
H 4.772989 1.727657 4.591978 0.00 0.00 0.00
H 4.982230 -0.015981 4.368692 0.00 0.00 0.00
H 3.248790 0.506952 6.111388 0.00 0.00 0.00
H 2.008328 -0.625943 3.563982 0.02 -0.02 -0.01
H 1.396229 -0.862748 5.209829 0.01 0.00 0.00
H 2.929857 -1.582625 4.726150 0.01 0.01 0.00
H 1.892747 1.790182 4.023152 0.08 -0.11 -0.05
C 1.086713 1.556369 -2.218814 -0.08 -0.02 0.05
C 2.517596 1.046637 -2.263554 0.04 0.04 -0.04
C 2.586552 -0.391199 -2.736054 0.02 -0.06 0.02
O 3.140019 1.206709 -0.984378 -0.16 0.11 0.06
H 0.504462 0.948766 -1.518942 -0.04 0.01 -0.05
H 1.072800 2.598134 -1.884987 -0.01 0.01 -0.02
H 0.603022 1.496446 -3.194483 0.04 0.00 -0.02
H 3.100109 1.686439 -2.929124 0.03 -0.04 0.00
H 2.036680 -1.039782 -2.044063 0.00 0.00 0.00
H 3.619746 -0.735066 -2.772301 0.00 0.02 0.01
H 2.137201 -0.509442 -3.722296 -0.01 0.00 0.01
H 2.747472 0.559695 -0.387246 0.12 -0.09 -0.03
C 1.420974 0.108039 -7.820650 -0.02 0.00 0.02
C 1.893337 -0.940586 -6.829346 0.05 0.00 0.01
C 2.106288 -2.295786 -7.479334 -0.02 -0.01 0.02
O 0.984124 -1.043841 -5.726115 -0.05 0.04 0.01
H 0.465597 -0.191858 -8.260667 0.01 0.00 -0.01
H 1.286226 1.071227 -7.328820 0.00 0.00 0.00
H 2.138850 0.229346 -8.632433 0.00 0.00 0.00
H 2.827969 -0.609470 -6.369751 0.00 0.00 -0.02
H 1.168933 -2.659092 -7.910322 0.01 0.00 -0.01
H 2.453316 -3.023689 -6.746793 0.00 0.00 0.00
H 2.840816 -2.232461 -8.282755 0.00 0.00 0.00
H 0.134839 -1.341759 -6.071198 0.01 -0.01 0.00
C -2.110721 -3.763142 3.779474 0.07 -0.01 0.06
C -1.192713 -3.257658 4.877227 -0.01 0.02 -0.02
C -1.727188 -1.990061 5.525183 0.02 0.00 0.01
O 0.116424 -3.035464 4.345400 -0.01 0.02 0.09
H -2.172406 -3.001657 2.998213 -0.12 -0.07 0.00
H -1.701302 -4.666455 3.328184 -0.01 -0.01 0.01
H -3.112461 -3.979634 4.153524 0.00 0.03 0.02
H -1.049689 -4.019877 5.645187 -0.01 -0.03 -0.03
H -1.831325 -1.203270 4.770019 -0.01 0.00 0.01
H -1.049868 -1.635133 6.301892 0.00 0.00 -0.01
H -2.708474 -2.159458 5.970747 0.00 0.00 0.00
H 0.025373 -2.398088 3.628185 0.02 -0.05 -0.04
C -1.600436 -1.675052 -1.468773 0.00 0.04 0.00
C -1.076427 -2.715121 -0.491647 0.00 -0.03 -0.07
C -0.892596 -4.072959 -1.146192 0.00 0.00 0.02
O -1.934635 -2.812001 0.646849 0.07 0.16 -0.12
H -2.582388 -1.976804 -1.843529 0.01 0.01 -0.03
H -1.709097 -0.705012 -0.978699 -0.01 -0.01 0.01
H -0.933299 -1.559728 -2.325093 0.01 -0.01 0.00
H -0.116708 -2.381415 -0.086715 -0.02 0.00 0.04
H -1.850951 -4.440917 -1.523342 0.01 0.00 -0.02
H -0.507790 -4.793693 -0.425987 -0.01 0.00 0.00
H -0.200321 -4.014717 -1.987179 0.00 0.01 0.00
H -2.793452 -3.123851 0.338173 0.00 -0.04 0.06